The following is a DFT calculation (ωB97M-V with the def2-TZVPD basis set) of 2 unconnected molecules or ions with the total composition C17H13F4NO4 at a distorted geometry.

Geometry as XYZ:
```
39
Properties=species:S:1:pos:R:3:nbo_charge:R:1
C -3.594 2.302 -0.779 -0.623
C -2.259 3.023 -0.771 -0.076
O -1.170 2.134 -0.737 -0.562
C 0.008 2.842 -0.759 0.696
C 1.184 2.060 -0.744 -0.417
N 2.495 2.565 -0.757 0.495
O 3.433 1.747 -0.749 -0.543
O 2.702 3.792 -0.774 -0.441
O 0.016 4.068 -0.794 -0.642
H -4.433 3.001 -0.802 0.220
H -3.677 1.648 -1.648 0.197
H -3.702 1.675 0.108 0.189
H -2.124 3.652 -1.665 0.193
H -2.154 3.686 0.102 0.187
H 1.082 0.993 -0.721 0.150
F 4.543 -2.320 1.457 -0.292
C 3.699 -2.228 0.403 0.412
C 4.160 -2.492 -0.875 -0.203
C 3.293 -2.472 -1.952 0.389
F 3.737 -2.784 -3.194 -0.293
C 1.969 -2.170 -1.750 -0.139
C 1.455 -1.893 -0.466 -0.147
C 0.068 -1.628 -0.366 0.199
C -0.802 -1.350 0.717 -0.173
C -2.160 -1.128 0.409 -0.135
C -3.086 -0.832 1.379 0.386
F -4.345 -0.479 1.024 -0.293
C -2.695 -0.798 2.705 -0.225
C -1.372 -1.009 3.053 0.392
F -0.999 -0.949 4.353 -0.294
C -0.441 -1.271 2.075 -0.128
C 2.372 -1.922 0.602 -0.157
H 5.196 -2.724 -1.034 0.262
H 1.318 -2.164 -2.605 0.240
H -0.439 -1.661 -1.316 0.225
H -2.496 -1.181 -0.610 0.244
H -3.424 -0.603 3.469 0.261
H 0.565 -1.415 2.405 0.220
H 2.079 -1.714 1.607 0.227
```

Results
energy = -1410.5404 Eh
ΔE to the lowest compared entry with this formula, charge and spin = 3.6 kcal per mole
maximum force = 2.76 eV Å⁻¹
HOMO energy = -6.62 eV
LUMO = -0.158 hartree
multiplicity = 1